{
  "formula": "C5H4N",
  "method": "wB97M-V/def2-TZVPD",
  "symbols": ["C", "C", "C", "C", "C", "N", "H", "H", "H", "H"],
  "positions_angstrom": [[-2.1745, 0.2748, 0.0685], [-1.5303, 1.3503, 0.0110], [-1.7962, -1.1005, 0.0126], [0.3877, 0.0094, 0.0542], [-0.0805, 1.4083, -0.0296], [-0.5041, -1.0909, -0.0855], [-2.4573, -2.0702, -0.0208], [1.3120, -0.2866, -0.6738], [1.0850, -0.1838, 0.9098], [0.4910, 2.2061, -0.2192]],
  "total_energy_ev": -6725.905,
  "orbital_gap_ev": [8.26, 8.26],
  "homo_ev": [-15.7364, -15.7369],
  "charge": 1,
  "spin_multiplicity": 1
}

---

{
  "formula": "C5H4N",
  "method": "wB97M-V/def2-TZVPD",
  "symbols": ["C", "C", "C", "C", "C", "N", "H", "H", "H", "H"],
  "positions_angstrom": [[-0.2695, 2.3725, -1.2805], [0.9766, 0.5647, 1.1139], [1.1828, 0.5917, -0.3148], [0.7173, 1.7754, -0.7822], [-0.9267, -1.0024, 0.3896], [0.0794, -0.1482, 0.6503], [1.8734, -0.2259, -0.8015], [-1.2425, -1.2948, 1.3595], [-1.6427, -0.6784, -0.2495], [-0.7480, -1.9545, -0.0848]],
  "total_energy_ev": -6721.392,
  "orbital_gap_ev": [7.89, 7.27],
  "homo_ev": [-16.1621, -15.5727],
  "charge": 1,
  "spin_multiplicity": 1
}

---

{
  "formula": "C5H4N2",
  "method": "wB97M-V/def2-TZVPD",
  "symbols": ["C", "C", "C", "C", "N", "N", "C", "H", "H", "H", "H"],
  "positions_angstrom": [[-1.3232, -1.5562, 2.0609], [-0.7646, -0.8807, 1.2102], [-0.0946, -0.1320, 0.2232], [1.2794, 0.2249, 0.1133], [1.4959, 0.9645, -0.9591], [0.2867, 1.1085, -1.5207], [-0.6919, 0.4653, -0.8616], [-0.7471, -2.3798, 2.4478], [2.0961, 0.0089, 0.7916], [0.1921, 1.6716, -2.3490], [-1.7288, 0.5050, -1.1565]],
  "total_energy_ev": -8226.722,
  "orbital_gap_ev": 9.87,
  "homo_ev": -9.0279,
  "smiles": "C#Cc1cn[nH]c1",
  "spin_multiplicity": 1
}

---

{
  "formula": "C5H4N2",
  "method": "wB97M-V/def2-TZVPD",
  "symbols": ["C", "C", "C", "N", "C", "C", "N", "H", "H", "H", "H"],
  "positions_angstrom": [[1.5777, 0.8972, 0.2484], [1.3383, -0.2470, -0.1520], [0.1503, -0.9633, -0.4897], [-0.9430, -1.1904, 0.7421], [-1.1568, -0.2202, -0.2737], [-0.8894, 1.2064, -0.1397], [0.0029, 1.9611, -0.0874], [2.0893, 1.6200, 0.8414], [0.1899, -1.7194, -1.2753], [-0.4109, -0.8458, 1.5389], [-1.9483, -0.4987, -0.9530]],
  "total_energy_ev": -8224.259,
  "orbital_gap_ev": 9.46,
  "homo_ev": -9.2330,
  "spin_multiplicity": 1
}

---

{
  "formula": "C5H4N2",
  "method": "wB97M-V/def2-TZVPD",
  "symbols": ["C", "C", "C", "C", "N", "N", "C", "H", "H", "H", "H"],
  "positions_angstrom": [[2.7824, -0.4362, 0.1349], [1.5932, -0.3452, 0.2565], [0.2063, -0.0423, 0.1769], [-0.2966, 1.1821, -0.3298], [-1.6093, 1.1565, -0.4552], [-1.9578, -0.0699, -0.0364], [-0.9111, -0.8294, 0.3517], [3.7901, -0.4295, -0.2101], [0.2821, 2.0528, -0.6111], [-2.9323, -0.3216, -0.0408], [-1.0186, -1.8472, 0.6982]],
  "total_energy_ev": -8227.555,
  "orbital_gap_ev": 9.85,
  "homo_ev": -8.9241,
  "smiles": "C#Cc1cn[nH]c1",
  "spin_multiplicity": 1
}

---

{
  "formula": "C5H4N2",
  "method": "wB97M-V/def2-TZVPD",
  "symbols": ["C", "C", "C", "C", "N", "N", "C", "H", "H", "H", "H"],
  "positions_angstrom": [[2.7659, -0.5782, 0.2096], [1.6313, -0.1727, 0.1771], [0.2474, 0.1569, 0.0757], [-0.4096, 1.2601, -0.5311], [-1.7183, 1.0820, -0.5775], [-1.9193, -0.1093, 0.0055], [-0.7805, -0.6989, 0.4187], [3.7601, -0.9663, 0.2028], [0.0236, 2.1690, -0.9276], [-2.8507, -0.4926, 0.0166], [-0.7499, -1.6499, 0.9301]],
  "total_energy_ev": -8227.636,
  "orbital_gap_ev": 9.84,
  "homo_ev": -8.9045,
  "smiles": "C#Cc1cn[nH]c1",
  "spin_multiplicity": 1
}

---

{
  "formula": "C5H4N2",
  "method": "wB97M-V/def2-TZVPD",
  "symbols": ["C", "C", "C", "C", "C", "N", "N", "H", "H", "H", "H"],
  "positions_angstrom": [[1.8731, 0.1127, 0.4385], [-1.3739, 0.7933, -0.2850], [-0.1630, 1.1903, 0.1873], [-1.6346, -0.6093, -0.2941], [0.5102, -0.0513, 0.7705], [3.0104, 0.0352, 0.0717], [-0.1994, -1.1387, 0.1961], [-2.2401, 1.4031, -0.7293], [0.3420, 2.1099, 0.0343], [-0.0884, -2.2270, 0.4502], [-0.0365, -1.6183, -0.8403]],
  "total_energy_ev": -8221.281,
  "orbital_gap_ev": [7.17, 5.95],
  "homo_ev": [-6.9638, -8.7999],
  "spin_multiplicity": 3
}

---

{
  "formula": "C5H4N2O",
  "method": "wB97M-V/def2-TZVPD",
  "symbols": ["C", "N", "C", "C", "C", "O", "N", "C", "H", "H", "H", "H"],
  "positions_angstrom": [[1.4943, -1.2536, -0.0178], [2.1715, -0.1278, -0.1141], [1.2583, 0.9242, -0.1033], [-0.0703, 0.5078, -0.0658], [-1.5094, 0.7675, 0.0079], [-2.0554, -0.5647, -0.1631], [-1.0546, -1.4525, -0.0249], [0.0662, -0.9053, 0.0331], [1.8770, -2.2307, -0.0078], [1.6852, 1.8518, 0.1326], [-2.1081, 1.4229, -0.7600], [-1.7546, 1.0604, 1.0831]],
  "total_energy_ev": -10273.504,
  "orbital_gap_ev": 8.13,
  "homo_ev": -8.9985,
  "smiles": "C1=NC=C2CON=C12",
  "spin_multiplicity": 1
}

---

{
  "formula": "C5H4N2O",
  "method": "wB97M-V/def2-TZVPD",
  "symbols": ["N", "C", "C", "C", "N", "C", "C", "O", "H", "H", "H", "H"],
  "positions_angstrom": [[0.1282, 3.4012, -0.4275], [0.0663, 2.2745, -0.2627], [0.3064, 0.8188, 0.0048], [1.3331, 0.0960, -0.2339], [0.8964, -1.2428, -0.1590], [-0.3810, -1.4035, -0.0242], [-0.7860, -0.1048, 0.2376], [-1.9871, 0.5961, 0.5193], [2.4890, 0.1484, -0.3156], [1.4832, -2.1162, -0.7336], [-0.9307, -2.4065, 0.2311], [-2.6178, -0.0612, 1.1638]],
  "total_energy_ev": -10274.090,
  "orbital_gap_ev": 8.93,
  "homo_ev": -8.5310,
  "smiles": "N#Cc1c[nH]cc1O",
  "spin_multiplicity": 1
}

---

Relative energy (zero: lowest compared OMol25 entry of this formula, charge and spin) for every record listed, in sequence, given in kJ/mol: 235.0; 670.4; 267.4; 505.0; 187.1; 179.2; 176.6; 314.4; 257.8.